Record 1
A structure of composition C9H36CaN17O12 in a non-equilibrium geometry. Source: OMol25; level of theory: ωB97M-V with the def2-TZVPD basis set.

Calculated values
Electronic energy ... -78256.7764 eV
HOMO-LUMO gap ... 6.9 eV
Max |F| ... 0.1668 hartree/bohr
Net charge ... +1
HOMO level ... -0.3876 hartree
Multiplicity ... 1

Geometry as XYZ:
```
75
C9H36CaN17O12 (ωB97M-V with the def2-TZVPD basis set)
Ca -2.5194 -0.9759 2.6228
O 0.5206 0.7884 -0.3340
O -0.8265 -0.0371 1.0327
O 3.9055 3.3666 -2.4753
O -3.7914 -0.3577 0.6640
O -1.2116 0.3501 3.9746
O 0.7180 -2.7304 -2.3498
O -1.8707 3.8545 0.0989
O -2.7644 -2.8292 1.2166
O 4.6390 -2.4999 0.6749
O -0.9014 -0.6627 -0.9396
O 2.1724 -1.2534 2.6481
O -0.8288 -1.0628 -4.4666
N -2.4494 -3.1784 -0.9589
N 1.7670 3.2978 -1.9916
N -5.5542 0.2419 -0.5247
N 4.0011 -0.0881 3.3254
N -1.3700 4.9265 1.9715
N -0.3918 0.0273 -0.0904
N 3.0166 1.7744 -1.1750
N -0.1414 0.8343 -3.3734
N -1.0732 1.0214 6.0513
N 2.5523 0.8888 2.1052
N -3.3665 -4.7630 0.1181
N 4.1079 -2.6202 -1.4990
N 0.3410 0.5631 -5.4547
N 2.8047 -1.5409 -0.1865
N -0.8023 2.9490 1.7443
N -3.5903 0.7632 -1.2100
N 0.6600 1.2554 4.7419
C 3.9413 -2.1524 -0.2975
C -1.4086 3.9320 1.2094
C 2.9152 2.7993 -1.9675
C -0.5646 0.8444 4.8692
C -4.2560 0.2024 -0.3512
C -0.2944 0.0366 -4.4537
C -2.8486 -3.5798 0.2171
C 2.8240 -0.1882 2.7440
C 0.1181 -3.8754 -2.9362
H 0.0181 0.1322 -6.3092
H -3.5893 -5.1434 -0.7905
H 1.7270 0.8496 1.5244
H -0.6348 -3.4931 -3.6254
H 2.1616 1.3347 -0.8657
H -3.6976 -5.1744 0.9791
H 3.9483 1.4085 -1.0405
H 4.6991 0.6154 3.1302
H -1.6733 5.8556 1.7166
H -0.2996 -4.4480 -2.1080
H -0.8256 4.7481 2.8033
H 1.0836 1.1575 3.8303
H 5.0227 -2.9188 -1.8056
H 3.0878 1.7428 2.1687
H 2.4930 -1.2263 0.7213
H -2.4383 -3.8099 -1.7470
H -0.4667 1.4410 6.7414
H -0.3461 0.4546 -2.4601
H 0.0561 -2.1486 -1.9690
H 1.2363 1.6780 5.4557
H 2.2318 -1.3127 -0.9864
H 0.8947 -4.4759 -3.4098
H 0.3058 1.7306 -3.5021
H -2.7468 0.2198 -1.3260
H -2.0731 0.9744 6.1854
H 3.4718 -2.2224 -2.1752
H -2.0315 -2.2619 -1.0327
H 0.9558 2.8706 -1.5679
H 0.8536 1.4333 -5.4657
H -6.0150 0.5879 -1.3542
H 1.6535 4.1174 -2.5707
H -0.5924 3.0324 2.7288
H 4.3467 -0.9558 3.7097
H -0.8514 2.0294 1.3295
H -4.0225 1.1051 -2.0564
H -6.1225 -0.2501 0.1498
```

=====

Record 2
A cluster of 9 separate species, C12H42N8O9 in total in a non-equilibrium geometry. Source: OMol25; level of theory: ωB97M-V with the def2-TZVPD basis set.

Calculated values
Electronic energy ... -43470.1910 eV
HOMO-LUMO gap ... 8.6 eV
Max |F| ... 0.1881 hartree/bohr
HOMO level ... -0.3249 hartree
Multiplicity ... 1
Structure (SMILES) ... NC(N)=O.NC(N)=O.NC(N)=O.NC(N)=O.CCO.CCO.CCO.CO.CO
Energy above the lowest of the compared OMol25 structures with the same formula, charge and spin ... 139.9 kcal/mol

Geometry as XYZ:
```
71
C12H42N8O9 (ωB97M-V with the def2-TZVPD basis set)
O -7.8490 -6.8490 -30.7510
O -11.8420 -2.3690 -30.1570
O -1.8290 -6.4400 -30.5700
O -11.8510 -5.6880 -30.7060
O -10.2320 -9.0660 -26.6450
O -5.8940 -7.4520 -29.1640
O -8.3670 -1.6710 -31.7960
O -5.4710 -2.1560 -32.3740
O -7.6890 -5.3530 -27.5490
N -9.0250 -3.6760 -28.4280
N -7.1900 -1.0960 -29.8150
N -11.9130 -5.1460 -28.3670
N -8.1120 -8.6010 -27.5840
N -9.3650 -1.4080 -29.7050
N -6.8520 -3.3740 -28.3410
N -9.3690 -6.9430 -26.6210
N -10.2310 -6.1180 -28.9740
C -4.9870 -8.3900 -29.7220
C -2.8020 -6.0440 -31.4590
C -8.6300 -5.1050 -32.0110
C -12.0860 -2.8820 -31.4990
C -7.4330 -5.9150 -31.6520
C -11.3810 -5.7040 -29.3710
C -5.6750 -9.6370 -30.0620
C -8.3240 -1.2740 -30.4940
C -2.3070 -4.9460 -32.3130
C -9.2450 -8.2120 -26.9700
C -4.6100 -2.6840 -31.4020
C -7.8380 -4.2030 -28.1950
H -6.0690 -10.2720 -29.2370
H -3.7490 -5.8120 -30.9770
H -4.9740 -2.6230 -30.3810
H -1.0250 -6.8610 -30.9230
H -6.3670 -2.3410 -32.1550
H -4.4080 -3.7750 -31.5500
H -8.6790 -6.1690 -26.7780
H -2.2980 -4.0670 -31.7100
H -4.3330 -7.9330 -30.5020
H -10.2010 -1.6680 -30.3050
H -3.0010 -6.8610 -32.1600
H -9.4660 -6.4280 -29.6370
H -7.0550 -2.5270 -28.9550
H -6.9080 -6.4190 -32.5330
H -12.0580 -3.1930 -29.6150
H -5.1380 -10.2430 -30.6670
H -7.1150 -7.0200 -30.1440
H -6.3400 -0.7550 -30.3430
H -1.2930 -5.1410 -32.7330
H -12.2260 -2.0540 -32.1890
H -8.3950 -9.5070 -28.0130
H -10.1180 -6.7170 -25.9820
H -9.0710 -4.6360 -31.1760
H -7.1840 -0.7040 -28.8580
H -11.3830 -4.8190 -27.5840
H -12.7870 -4.6610 -28.5780
H -9.9660 -6.4220 -28.0180
H -12.9560 -3.5260 -31.5200
H -9.1680 -2.8020 -28.9950
H -9.4350 -5.6440 -32.4890
H -3.6720 -2.2500 -31.3940
H -3.0270 -4.8750 -33.1060
H -9.7060 -4.4930 -28.5190
H -11.3860 -3.5950 -31.8750
H -5.3430 -6.7340 -28.7490
H -6.5190 -5.3700 -31.3050
H -8.3510 -4.2130 -32.6300
H -4.3580 -8.6370 -28.8220
H -9.6560 -0.8510 -28.8100
H -7.4470 -7.9290 -28.0720
H -6.5830 -9.5100 -30.6230
H -5.9910 -3.5750 -27.8670
```